Entry 1:
The following is a quantum chemistry calculation of a molecular structure, C42H55F7O7Zr in a non-equilibrium geometry, from the OMol25 dataset.

Structure (XYZ):
```
112
Properties=species:S:1:pos:R:3
Zr -10.203 -31.728 -16.687
F -12.641 -25.559 -21.256
F -8.627 -26.725 -16.889
F -5.597 -25.284 -11.016
F -9.362 -25.989 -18.690
F -6.039 -22.979 -21.547
F -7.687 -27.304 -18.642
F -9.920 -28.276 -25.258
O -9.888 -28.862 -19.667
O -8.342 -32.076 -18.418
O -11.135 -32.478 -18.553
O -9.808 -29.565 -17.474
O -12.392 -30.668 -17.057
O -8.129 -31.271 -15.745
O -2.963 -25.711 -16.761
C -4.877 -26.374 -21.175
C -7.702 -25.899 -13.884
C -13.702 -23.448 -18.606
C -8.645 -26.322 -25.409
C -6.305 -26.248 -25.039
C -6.738 -30.733 -13.808
C -8.865 -27.116 -18.144
C -7.606 -28.379 -24.827
C -4.924 -25.003 -21.320
C -6.457 -25.860 -11.894
C -11.013 -32.693 -21.064
C -13.368 -25.154 -20.231
C -9.911 -28.387 -18.288
C -13.921 -28.886 -16.740
C -6.101 -27.067 -21.049
C -6.129 -24.326 -21.409
C -11.783 -32.654 -19.767
C -6.727 -25.309 -13.165
C -7.461 -25.599 -25.376
C -4.830 -27.080 -17.649
C -6.370 -27.658 -24.749
C -3.768 -26.682 -16.633
C -6.968 -31.029 -15.311
C -10.508 -28.845 -22.003
C -8.020 -27.679 -12.245
C -7.313 -26.390 -21.159
C -10.944 -28.480 -20.550
C -8.398 -27.028 -13.473
C -7.333 -25.010 -21.345
C -7.308 -33.736 -19.734
C -8.744 -27.671 -25.137
C -3.739 -27.592 -15.467
C -13.176 -23.837 -19.792
C -5.811 -30.871 -16.220
C -14.061 -26.033 -19.459
C -14.567 -24.333 -17.931
C -7.488 -31.203 -20.537
C -7.157 -26.990 -11.465
C -14.772 -25.687 -18.310
C -13.568 -30.324 -17.171
C -7.736 -32.311 -19.459
C -14.654 -31.307 -17.474
H -15.317 -26.399 -17.708
H -13.215 -28.073 -16.913
H -10.194 -33.410 -21.108
H -14.285 -28.925 -15.714
H -8.164 -27.040 -21.016
H -5.400 -25.667 -25.138
H -4.676 -27.519 -14.914
H -15.150 -23.958 -17.103
H -12.337 -31.717 -19.710
H -5.757 -26.552 -17.424
H -10.939 -28.059 -18.129
H -10.709 -29.897 -22.206
H -6.688 -31.674 -13.260
H -8.068 -30.334 -20.226
H -6.253 -24.377 -13.438
H -11.962 -28.835 -20.390
H -6.662 -33.965 -20.581
H -13.532 -22.408 -18.371
H -6.799 -34.043 -18.820
H -2.894 -27.100 -14.986
H -9.564 -25.897 -25.784
H -5.034 -28.131 -17.443
H -11.145 -28.174 -22.578
H -5.371 -29.905 -15.972
H -9.149 -27.391 -14.159
H -10.569 -31.728 -21.309
H -5.808 -30.193 -13.635
H -5.079 -31.649 -16.004
H -11.105 -27.405 -20.462
H -15.120 -31.565 -16.523
H -6.139 -28.107 -20.757
H -3.912 -26.851 -21.086
H -6.207 -30.842 -17.235
H -3.999 -24.452 -21.409
H -4.435 -26.836 -18.635
H -7.772 -29.445 -24.778
H -14.208 -32.255 -17.773
H -7.948 -25.439 -14.830
H -11.774 -32.726 -21.844
H -8.483 -28.619 -11.983
H -5.459 -28.207 -24.561
H -14.225 -27.076 -19.686
H -7.735 -31.447 -21.570
H -3.501 -28.629 -15.702
H -12.474 -23.188 -20.295
H -6.452 -30.865 -20.503
H -9.462 -28.602 -22.190
H -14.868 -28.628 -17.214
H -8.191 -34.371 -19.811
H -7.530 -30.067 -13.466
H -8.303 -24.536 -21.331
H -15.166 -31.000 -18.385
H -12.522 -33.454 -19.795
H -7.633 -24.569 -25.648
H -6.841 -27.360 -10.501
```

The calculation puts the HOMO-LUMO gap (alpha / beta) at 6.4 / 6.6 eV. The charge is +1. Its spin multiplicity is 2. The largest force on an atom is 8.3 eV/A. The value obtained for the LUMO energy (alpha / beta) is -4.05 / -3.86 eV.



Entry 2:
The following is a quantum chemistry calculation of a molecular structure, C42H56As3Cl2N7O8SeSn in a non-equilibrium geometry, from the OMol25 dataset.

Structure (XYZ):
```
120
Properties=species:S:1:pos:R:3
Sn -0.900 -0.892 0.034
Se 1.717 -1.653 0.815
As 1.247 1.711 -1.800
As 5.531 3.348 0.206
As 0.246 2.899 1.284
Cl -4.397 -1.737 -4.214
Cl -0.312 -3.068 -7.396
O -1.311 0.556 1.817
O -1.504 -5.337 4.449
O -1.793 -2.188 1.892
O -2.607 1.518 3.316
O -2.279 -2.509 8.051
O -2.280 -1.229 -2.196
O -1.405 -4.671 2.420
O -2.534 -0.390 7.781
N -5.933 0.535 0.479
N 0.406 -1.428 -2.579
N -5.607 1.750 -1.595
N -5.205 2.846 0.538
N -1.538 -4.442 3.607
N -2.320 -1.512 7.333
N -3.698 1.121 -0.240
C -0.867 -2.506 -5.843
C -1.963 -0.707 3.738
C -1.815 -2.007 3.128
C -0.469 4.594 2.048
C 2.442 3.309 -1.659
C 0.791 2.168 3.017
C -5.687 2.990 -0.829
C 1.842 1.454 -3.687
C 1.679 5.399 -0.548
C -0.431 2.590 -2.297
C 2.144 3.429 0.905
C -1.751 -3.116 4.063
C 3.834 -3.612 0.241
C 5.307 3.146 2.161
C -1.849 -1.605 -3.315
C 2.274 -2.082 -3.906
C 4.013 -7.290 -0.710
C -2.217 -2.343 -5.644
C 1.605 -4.371 -0.281
C -2.120 -1.668 5.950
C 4.014 4.604 -0.231
C -5.992 1.807 1.193
C -4.208 1.307 -1.588
C 0.139 -4.165 -0.459
C -0.427 -1.754 -3.575
C -1.908 -2.934 5.424
C 1.453 -2.398 -4.953
C 2.129 -5.623 -0.571
C 2.456 -3.355 0.172
C -2.682 -1.911 -4.415
C -6.390 0.740 -0.889
C -3.813 2.376 0.488
C 3.478 -5.908 -0.451
C 4.822 -2.566 0.660
C 1.698 -1.576 -2.734
C -4.523 0.128 0.428
C 4.319 -4.875 -0.068
C -1.977 0.547 2.895
C 5.013 1.500 -0.262
C 0.060 -2.227 -4.826
C -2.125 -0.558 5.083
C 2.550 4.149 -0.378
H -0.050 -3.382 -1.197
H -7.442 1.056 -0.875
H 4.855 -7.261 -1.403
H 2.654 2.463 0.939
H 1.694 6.003 0.359
H 1.507 2.819 3.522
H -4.133 0.360 -2.125
H 2.034 6.011 -1.380
H -3.444 2.238 1.508
H 5.197 4.119 2.641
H -0.901 3.014 -1.409
H 5.787 -2.739 0.184
H -1.335 4.308 2.644
H -5.081 3.749 -1.335
H 1.146 0.809 -4.218
H -7.036 2.139 1.258
H 2.198 3.976 -2.496
H 2.828 0.988 -3.727
H -1.877 -3.784 6.090
H 5.212 1.291 -1.313
H 6.204 2.677 2.570
H -6.735 3.321 -0.805
H 3.345 -2.210 -3.968
H 2.311 -1.295 -1.886
H 1.233 1.183 2.883
H -2.258 0.434 5.488
H 3.435 2.899 -1.882
H -1.099 1.836 -2.711
H 4.455 2.522 2.413
H -4.438 -0.820 -0.111
H -0.805 5.285 1.272
H -2.915 -2.548 -6.442
H -4.164 -0.001 1.452
H 0.651 5.096 -0.748
H 0.252 5.099 2.692
H 1.454 -6.411 -0.880
H 5.649 0.840 0.330
H -0.344 -5.078 -0.797
H 3.974 1.252 -0.050
H -0.275 3.373 -3.042
H -3.602 2.061 -2.101
H 1.896 2.409 -4.213
H -0.083 2.058 3.653
H 3.238 -7.928 -1.130
H 5.385 -5.060 0.015
H 4.443 -1.580 0.400
H 1.845 -2.779 -5.886
H 2.490 4.029 1.755
H 4.315 5.097 -1.168
H -3.199 3.135 -0.012
H -6.308 -0.207 -1.430
H 4.360 -7.745 0.219
H 4.076 5.368 0.556
H -0.331 -3.864 0.481
H 4.957 -2.598 1.741
H -5.597 1.658 2.201
```

The calculation puts the HOMO-LUMO gap at 6.6 eV. The charge is -2. The largest force on an atom is 1.5 eV/A. The value obtained for the LUMO energy is 3.80 eV.



Entry 3:
The following is a quantum chemistry calculation of a molecular structure, C42H56BBr2Cl3N9O3SScSe in a non-equilibrium geometry, from the OMol25 dataset.

Structure (XYZ):
```
119
Properties=species:S:1:pos:R:3
Br 4.302 0.589 -2.601
Br 7.807 2.446 1.388
Se 0.078 -1.070 3.320
Sc 0.814 -0.066 1.318
Cl 3.117 5.323 3.605
Cl 3.886 4.146 1.125
Cl 1.212 5.226 1.456
S 1.644 2.679 -1.035
O 1.375 2.239 1.873
O 2.115 2.663 3.954
O 2.495 0.025 -0.107
N 0.083 4.831 -1.556
N 3.098 0.215 2.416
N 0.461 -2.373 0.289
N -0.846 -2.793 0.402
N -1.441 -1.416 -1.639
N 2.036 4.935 -2.470
N -1.430 0.451 0.784
N -0.499 -0.444 -1.761
N -2.292 -0.593 0.624
C 3.283 -2.919 1.822
C -2.322 3.929 0.994
C -1.273 2.929 3.082
C 0.536 0.868 -3.558
C -3.464 1.100 1.438
C -1.185 -1.112 -3.806
C 4.517 0.854 4.216
C 5.871 1.391 -0.379
C 2.530 4.327 2.257
C 1.261 4.142 -1.658
C 3.656 0.459 0.171
C 3.306 -2.872 -0.769
C 0.151 6.052 -2.218
C 4.035 0.616 1.549
C 0.415 -4.554 0.806
C 1.223 -3.439 0.523
C 5.277 1.178 1.955
C 4.645 0.830 -0.756
C -2.021 -4.932 1.330
C -4.307 -2.599 -2.746
C -1.477 2.788 1.581
C -2.418 -4.306 -2.705
C -2.866 -2.920 -3.175
C -1.875 -1.828 -2.861
C -0.338 -0.242 -3.060
C -0.890 -4.099 0.737
C -5.970 -0.411 0.556
C 1.323 0.473 -4.810
C 3.399 4.600 -2.847
C 6.187 1.563 0.941
C 1.935 2.888 2.778
C -4.739 -1.103 1.120
C -2.116 1.483 1.278
C -0.312 2.138 -3.788
C -4.983 -1.509 2.576
C 5.467 1.312 3.355
C -1.873 -4.919 2.861
C 3.321 0.292 3.704
C -3.525 -0.213 1.035
C 1.369 6.116 -2.792
C 2.732 -3.481 0.519
C -3.461 -4.596 0.953
B -1.921 -1.872 -0.218
H -5.005 -3.367 -3.118
H -4.101 -1.950 3.040
H 1.992 1.299 -5.077
H -5.787 -2.243 2.607
H -2.226 2.969 3.607
H 1.821 6.894 -3.375
H -1.900 -3.891 3.236
H -4.115 -5.341 1.398
H -0.635 6.787 -2.189
H -1.840 4.888 1.186
H -5.273 -0.653 3.190
H 2.987 -4.543 0.515
H -0.505 2.761 1.106
H -3.156 -5.072 -2.953
H -2.902 -2.977 -4.268
H -0.720 3.846 3.306
H 2.883 -3.467 2.681
H -1.472 -4.583 -3.198
H 2.952 -1.859 -0.902
H -2.684 -5.506 3.321
H 4.373 -3.025 1.863
H -3.623 -4.580 -0.120
H 2.994 -3.476 -1.635
H -1.277 -1.246 -4.872
H 2.508 -0.076 4.334
H -4.291 1.685 1.808
H 1.236 1.081 -2.765
H -4.631 -1.643 -3.148
H 2.991 -1.895 1.915
H 1.926 -0.418 -4.627
H 6.380 1.757 3.720
H 4.629 0.963 5.282
H 0.295 2.979 -4.108
H -3.320 3.929 1.437
H 3.706 5.283 -3.643
H 4.402 -2.923 -0.751
H 3.410 3.572 -3.219
H 0.616 0.273 -5.618
H -1.079 1.937 -4.543
H -0.818 2.384 -2.851
H -4.523 -2.010 0.545
H -2.899 -2.520 -0.348
H -2.462 3.782 -0.082
H -1.831 -5.960 0.993
H 0.722 -5.555 1.048
H -6.148 0.513 1.117
H -5.798 -0.192 -0.500
H -0.729 2.068 3.482
H 4.081 4.668 -2.000
H -0.934 -5.357 3.182
H 6.574 1.677 -1.157
H -3.744 -3.629 1.383
H -0.666 4.478 -0.977
H -6.853 -1.060 0.661
H -2.263 -4.314 -1.632
H -4.387 -2.560 -1.666
```

The calculation puts the HOMO-LUMO gap at 5.1 eV. The charge is -2. The largest force on an atom is 1.2 eV/A. The value obtained for the LUMO energy is 3.88 eV.



Entry 4:
The following is a quantum chemistry calculation of a molecular structure, C42H57F9IN2O2PSbV in a non-equilibrium geometry, from the OMol25 dataset.

Structure (XYZ):
```
116
Properties=species:S:1:pos:R:3
I -0.682 5.107 -0.599
Sb -1.777 0.501 -3.137
V 0.194 2.202 0.504
P 0.178 -2.452 0.930
F 2.071 1.913 -3.438
F 3.012 4.316 0.105
F 5.278 1.542 -1.156
F 3.925 0.267 -0.090
F 4.581 2.123 0.742
F 4.203 2.282 -3.292
F 2.447 4.446 -1.983
F 3.368 0.345 -2.573
F 4.539 4.103 -1.422
O -1.540 0.967 0.997
O 1.701 1.986 -0.724
N 2.020 2.451 4.538
N 1.426 2.796 2.282
C -2.018 -2.066 -4.983
C -3.340 2.914 -4.059
C 4.067 -4.000 1.215
C -0.015 -0.723 -5.276
C 1.985 2.092 3.220
C 3.258 3.835 -1.129
C -1.950 -5.842 -0.194
C 2.647 0.786 2.853
C -0.174 -1.754 2.628
C 2.751 1.633 5.559
C -0.178 -1.944 -3.198
C -3.250 -1.637 -1.789
C -0.438 -0.363 2.711
C -4.799 -0.599 -3.547
C 3.169 1.728 -2.662
C -3.259 -5.500 0.195
C -0.983 -1.241 -4.218
C -3.726 -0.336 -2.505
C 4.202 1.576 -0.389
C -0.472 0.593 1.538
C 1.814 4.987 4.970
C -1.055 2.718 -4.964
C 2.989 2.267 -1.153
C -0.630 0.224 3.982
C -2.352 1.948 -4.716
C -0.933 -4.937 0.066
C 2.643 -5.447 2.416
C 3.914 -5.102 2.015
C -3.482 -4.314 0.879
C -0.345 -2.503 3.787
C -2.499 -3.419 1.128
C -1.007 3.906 1.118
C -4.260 0.651 -1.415
C -0.545 -0.507 5.130
C 1.268 3.552 5.110
C 3.901 2.384 6.196
C 2.958 -3.240 0.807
C -0.489 -1.894 5.021
C -2.996 1.366 -6.050
C -1.186 -3.719 0.716
C 1.564 -4.755 1.976
C 1.658 -3.583 1.245
H -0.518 -2.497 5.883
H 1.166 3.455 6.202
H 4.715 -5.719 2.377
H -4.509 -4.105 1.200
H 1.065 3.674 2.635
H 2.220 0.464 1.912
H 5.088 -3.666 0.900
H -0.509 -0.297 -6.135
H 0.563 -2.545 -3.743
H -5.774 -0.847 -3.096
H -2.642 -2.650 -4.359
H -0.181 -3.577 3.751
H 2.443 -0.021 3.579
H 0.667 0.076 -4.888
H -4.267 2.406 -3.846
H 1.906 5.292 3.935
H -0.753 -0.018 6.042
H -0.649 4.623 1.879
H 3.705 0.936 2.722
H -2.090 3.925 1.195
H -3.553 0.501 -5.820
H 0.691 -1.514 -5.606
H 1.110 5.637 5.456
H -3.695 2.108 -6.496
H -1.726 -6.793 -0.647
H 3.614 3.223 6.862
H -3.611 3.737 -4.711
H -3.452 1.016 -0.791
H -4.962 0.255 -4.207
H 2.782 5.134 5.469
H 2.066 1.211 6.287
H 0.373 -1.309 -2.570
H -4.050 -6.220 0.051
H -0.861 1.260 4.061
H 3.179 -2.381 0.184
H 4.532 1.772 6.830
H -0.718 -2.604 -2.557
H 0.055 -5.207 -0.249
H -3.167 -2.495 -2.452
H -2.641 -1.409 -5.578
H -4.004 -1.897 -1.015
H 4.558 2.806 5.418
H -4.944 0.127 -0.744
H -1.450 -2.784 -5.639
H -2.907 3.317 -3.123
H -0.653 3.124 -4.032
H 2.550 -6.302 3.043
H 3.241 0.755 5.107
H -2.215 1.138 -6.744
H 0.556 -5.056 2.247
H -4.772 1.462 -1.902
H -1.292 3.580 -5.577
H 0.252 3.590 4.712
H -2.289 -1.573 -1.289
H -4.571 -1.393 -4.276
H -0.310 2.152 -5.446
H -2.716 -2.509 1.685
```

The calculation puts the HOMO-LUMO gap (alpha / beta) at 7.9 / 7.9 eV. The charge is 0. Its spin multiplicity is 3. The largest force on an atom is 2.4 eV/A. The value obtained for the LUMO energy (alpha / beta) is 0.24 / 0.21 eV.